No. 1
# C21H56FeLi5O33P3S7

A structure of composition C21H56FeLi5O33P3S7 at a distorted geometry (ωB97M-V with the def2-TZVPD basis set, the Open Molecules 2025 dataset).

Geometry as XYZ:
```
126
Properties=species:S:1:pos:R:3:forces:R:3
Li -18.451 27.951 -10.851 -0.166 -0.480 0.403
Li -19.217 26.785 -13.874 -0.379 0.039 -0.269
Li -17.409 26.408 -15.558 0.227 0.155 0.654
Li -18.557 24.613 -12.516 0.645 0.199 0.326
Li -14.877 27.779 -11.856 0.963 -0.530 0.055
Fe -15.227 24.562 -13.362 2.390 0.326 1.826
P -13.002 25.360 -12.093 -1.772 -4.648 1.883
O -11.915 24.535 -11.469 1.365 1.863 -0.973
O -13.429 26.657 -11.417 0.220 0.927 -0.668
O -14.215 24.223 -11.805 -2.316 0.415 0.494
O -13.357 25.212 -13.621 1.020 1.978 -1.506
P -17.476 24.034 -14.693 2.820 0.053 1.556
O -16.230 24.960 -15.045 -0.779 0.444 -2.579
O -17.532 22.789 -15.492 -1.397 0.429 -0.502
O -18.649 25.023 -14.425 -0.947 -0.815 -1.057
O -16.958 23.794 -13.211 -1.796 -1.950 0.994
P -17.140 27.185 -12.641 -0.327 -0.951 -1.159
O -16.700 28.321 -11.687 -1.346 0.384 0.506
O -17.506 27.666 -14.057 -0.171 0.287 0.103
O -18.499 26.527 -12.069 1.443 0.840 -0.190
O -15.943 26.252 -12.680 -0.433 0.923 0.692
O -13.439 30.187 -7.745 0.591 0.299 -0.160
S -14.240 29.142 -7.196 -0.721 0.718 -0.283
O -13.685 27.914 -6.778 0.259 -0.611 0.205
O -15.045 29.773 -5.959 0.271 -0.405 0.293
C -14.607 31.032 -5.427 -0.321 0.963 -0.918
C -15.712 31.565 -4.548 0.477 0.478 0.453
C -15.595 28.886 -8.290 -0.739 0.535 0.654
H -14.487 31.714 -6.276 -0.091 -0.032 0.005
H -13.611 31.026 -4.983 -0.174 -0.616 0.370
H -15.468 32.606 -4.313 -0.039 0.006 -0.056
H -15.790 31.068 -3.582 -0.146 -0.298 -0.166
H -16.662 31.570 -5.078 -0.039 -0.178 0.054
H -16.077 29.851 -8.450 0.486 0.219 -0.198
H -16.377 28.370 -7.731 0.299 -0.792 -0.345
H -15.246 28.457 -9.224 -0.112 -0.351 0.081
O -19.552 26.908 -16.081 0.511 0.714 -0.227
S -20.672 26.735 -16.956 -0.510 -1.569 -0.555
O -21.262 27.808 -17.677 0.198 0.514 -0.036
O -20.293 25.656 -18.051 -0.015 0.360 0.414
C -19.712 24.430 -17.532 0.800 -1.095 -0.646
C -20.522 23.212 -17.952 -0.954 -0.233 0.966
C -21.930 25.906 -16.038 0.153 0.830 0.445
H -19.558 24.439 -16.455 -0.268 0.319 0.049
H -18.709 24.318 -17.947 -0.014 0.437 -0.127
H -21.144 22.905 -17.103 0.062 -0.085 -0.016
H -19.889 22.355 -18.168 0.135 0.130 -0.136
H -21.252 23.365 -18.747 0.438 0.301 -0.343
H -22.376 26.732 -15.483 -0.289 -0.146 -0.052
H -21.482 25.262 -15.287 0.047 -0.315 -0.285
H -22.630 25.439 -16.722 -0.008 -0.061 0.035
O -18.289 24.103 -10.121 -0.863 0.365 -0.030
S -17.785 24.995 -9.115 2.195 -0.111 0.184
O -18.196 26.379 -9.067 -0.576 -0.035 -0.095
O -18.040 24.331 -7.681 -0.059 0.603 0.315
C -19.379 24.344 -7.213 -2.105 -0.824 -0.521
C -19.660 23.113 -6.376 0.406 -0.419 0.367
C -16.025 24.877 -9.132 -0.105 -0.224 -0.477
H -20.058 24.233 -8.069 0.266 0.103 -0.200
H -19.752 25.250 -6.729 0.921 0.306 0.139
H -19.207 22.254 -6.874 0.043 -0.027 0.109
H -20.724 22.889 -6.284 -0.090 0.325 -0.215
H -19.289 23.166 -5.351 0.265 0.096 -0.108
H -15.729 25.089 -10.171 0.194 -0.010 0.038
H -15.763 23.840 -8.933 -0.079 -0.042 -0.098
H -15.513 25.521 -8.424 -0.319 0.225 0.036
O -15.497 31.456 -13.617 0.107 0.147 -0.288
S -15.109 31.171 -12.281 -0.258 0.126 1.376
O -14.300 30.043 -11.940 -0.040 -0.575 -0.251
O -14.337 32.442 -11.738 0.342 0.460 -0.667
C -13.882 32.473 -10.374 -0.784 -0.630 0.865
C -12.676 33.364 -10.227 -0.450 -0.082 -0.582
C -16.566 31.239 -11.254 -0.117 -0.201 -1.048
H -13.665 31.473 -9.987 0.307 -0.095 -0.501
H -14.752 32.757 -9.768 0.192 0.551 -0.018
H -11.906 32.953 -10.880 0.308 0.007 0.364
H -12.407 33.360 -9.173 0.343 0.018 -0.082
H -12.861 34.382 -10.568 -0.155 0.025 0.140
H -16.810 32.292 -11.140 0.063 -0.023 0.366
H -16.421 30.647 -10.362 0.047 0.236 0.181
H -17.339 30.776 -11.864 -0.030 -0.141 0.140
O -11.461 29.267 -16.366 0.065 -0.179 -0.042
S -12.585 30.140 -16.241 0.071 -0.105 0.664
O -12.847 31.093 -17.264 -0.283 0.387 -0.309
O -13.910 29.322 -16.041 0.086 0.059 -0.177
C -13.858 28.034 -15.376 -0.903 -1.408 0.619
C -13.572 26.887 -16.333 1.151 1.487 -0.618
C -12.419 30.965 -14.687 1.083 0.803 -0.468
H -14.867 27.859 -14.990 -0.083 0.487 -0.014
H -13.224 28.022 -14.487 0.348 0.242 -0.248
H -12.519 26.963 -16.619 0.085 -0.428 0.240
H -14.067 27.138 -17.276 -0.543 -0.535 0.145
H -13.791 25.926 -15.886 -0.176 -0.014 -0.085
H -12.180 30.221 -13.932 -0.507 0.092 0.254
H -13.191 31.706 -14.505 -0.533 -0.649 0.165
H -11.532 31.597 -14.805 0.202 -0.325 -0.123
O -21.032 27.841 -11.265 0.182 0.312 0.040
S -22.025 27.057 -11.931 0.186 -0.114 -0.081
O -21.670 26.295 -13.095 0.190 -0.044 0.197
O -22.643 26.075 -10.853 0.075 0.350 -0.313
C -21.715 25.067 -10.397 0.027 -1.660 0.880
C -22.101 23.715 -10.983 -0.461 0.537 -0.240
C -23.418 28.063 -12.297 -0.250 -0.214 0.496
H -21.861 24.994 -9.318 -0.028 0.379 0.007
H -20.652 25.264 -10.546 -0.174 0.642 -0.358
H -21.998 23.742 -12.068 0.135 -0.197 0.008
H -23.157 23.552 -10.756 0.017 -0.151 -0.035
H -21.526 22.899 -10.550 0.177 0.095 -0.048
H -23.762 28.470 -11.348 0.089 0.261 -0.088
H -24.226 27.476 -12.727 0.183 -0.144 -0.152
H -23.068 28.832 -12.982 0.027 0.053 0.059
O -20.857 30.830 -13.087 0.180 -0.052 0.521
S -20.434 30.035 -14.198 -0.041 1.252 -1.067
O -20.425 28.619 -14.126 -0.241 -0.691 0.365
O -21.445 30.351 -15.386 0.120 -0.238 0.024
C -21.534 31.714 -15.875 -0.531 0.171 1.040
C -21.117 31.705 -17.321 -1.216 0.055 -0.215
C -18.873 30.626 -14.797 -0.115 -0.307 0.303
H -21.054 32.385 -15.157 0.780 -0.108 -0.439
H -22.568 32.029 -15.709 -0.161 -0.323 -0.513
H -21.137 32.706 -17.752 0.678 0.071 0.149
H -21.924 31.212 -17.871 0.157 -0.307 0.043
H -20.225 31.110 -17.484 0.286 0.410 -0.093
H -18.121 30.063 -14.238 0.089 0.068 -0.024
H -18.822 31.696 -14.619 0.114 0.009 0.023
H -18.767 30.387 -15.851 -0.058 -0.109 0.004
```
Positions in Å, forces in eV/Å.

frontier orbital gap (spin up / spin down) = 5.176 / 5.343 eV
charge = -1
energy relative to the best compared isomer or geometry (same formula, charge and spin) = 0.0 kJ/mol
DFT total energy = -8430.30043 hartree
multiplicity = 6
LUMO level (spin up / spin down) = 1.1 / 1.1 eV

No. 2
# C21H56O7

A cluster of 7 separate species, C21H56O7 in total at a distorted geometry (ωB97M-V with the def2-TZVPD basis set, the Open Molecules 2025 dataset).

Geometry as XYZ:
```
84
Properties=species:S:1:pos:R:3:forces:R:3
C -3.873 -0.678 -4.133 0.933 4.848 0.711
C -4.734 -0.552 -3.017 -0.329 4.221 5.925
C -5.703 0.719 -3.112 -0.980 -3.013 0.004
O -5.404 -1.701 -2.705 1.254 0.207 4.271
H -3.375 0.296 -4.207 1.053 -0.468 0.223
H -4.396 -0.567 -4.961 -3.159 0.000 -4.290
H -3.326 -1.480 -4.285 3.129 -3.790 0.163
H -4.068 -0.140 -2.000 -1.591 -1.875 -2.537
H -5.205 1.539 -3.438 1.993 2.687 -0.508
H -6.322 0.961 -2.266 0.498 -0.193 1.004
H -6.480 0.657 -3.848 -0.464 -0.869 -1.071
H -5.789 -1.952 -3.469 -2.294 -1.745 -3.877
C 1.726 0.276 -0.191 3.725 1.169 -1.179
C 0.437 -0.265 0.116 -3.871 0.496 -0.264
C -0.742 -0.245 -1.023 0.062 -1.767 3.258
O 0.423 -1.586 0.601 -3.912 -0.045 -6.592
H 1.832 1.320 -0.475 -1.266 0.503 -0.223
H 2.297 -0.155 -1.005 0.207 -0.887 -0.089
H 2.334 0.352 0.711 0.153 -0.791 0.064
H 0.186 0.468 0.941 -0.992 -0.898 -0.495
H -0.625 0.638 -1.561 0.049 1.342 -1.367
H -1.649 -0.103 -0.346 0.755 -0.457 -1.277
H -0.857 -1.207 -1.656 0.546 1.682 1.137
H 0.893 -1.609 1.319 4.349 -0.259 6.741
C 3.276 -2.808 1.461 -4.187 -1.321 -4.552
C 3.342 -1.872 2.552 -0.392 4.098 3.398
C 4.409 -0.671 2.361 -1.492 -4.540 -1.046
O 2.160 -1.056 2.663 -1.095 -1.394 0.699
H 4.213 -3.063 1.536 5.646 -2.045 -0.869
H 3.087 -2.392 0.314 0.489 -0.619 3.267
H 2.772 -3.872 1.480 0.150 2.433 0.676
H 3.589 -2.428 3.598 -0.633 1.141 -2.368
H 4.708 -0.094 3.133 -0.854 2.592 2.847
H 4.369 -0.232 1.414 -0.386 0.872 -1.271
H 5.252 -1.227 2.421 3.537 -1.972 -0.938
H 2.060 -0.981 3.611 -0.448 0.810 0.407
C 0.454 2.508 -6.561 -2.255 3.353 4.061
C -0.058 1.885 -5.228 2.102 1.985 -0.603
C 1.134 1.646 -4.251 -0.831 -0.673 2.316
O -0.875 2.783 -4.569 -1.306 1.332 0.910
H 1.232 3.225 -6.378 0.452 0.265 -0.008
H -0.355 2.998 -7.082 -0.475 0.439 0.048
H 0.700 1.793 -7.153 2.309 -4.606 -3.849
H -0.750 1.103 -5.511 0.829 -1.466 0.274
H 1.937 1.174 -4.782 0.083 -1.511 -0.044
H 0.632 1.085 -3.301 1.872 0.899 -2.290
H 1.824 2.487 -3.805 -2.397 -0.477 -1.001
H -1.693 2.775 -5.068 -0.364 0.439 0.178
C 0.391 -4.890 -0.795 -1.010 -0.700 -0.437
C 1.727 -4.476 -1.564 -0.765 -0.104 0.758
C 2.274 -5.472 -2.694 2.633 1.560 5.014
O 1.553 -3.176 -2.092 -0.287 -2.746 -5.392
H 0.498 -5.944 -0.445 -0.170 0.498 -0.440
H -0.494 -4.832 -1.538 1.314 -0.162 1.205
H 0.061 -4.331 0.182 1.149 -0.366 -2.108
H 2.377 -4.210 -0.753 1.332 -1.328 0.414
H 2.834 -6.316 -2.246 -1.504 -0.358 -0.125
H 3.111 -5.081 -3.216 0.581 1.425 -0.530
H 1.526 -5.556 -3.343 -3.054 -1.457 -2.665
H 1.558 -2.686 -1.360 -0.366 3.765 4.326
C 0.308 0.185 6.966 -2.796 6.661 -5.501
C 0.594 -0.119 5.572 0.058 1.360 -0.611
C -0.449 0.480 4.624 1.393 0.931 7.076
O 1.937 0.302 5.299 0.262 1.617 -0.229
H -0.485 -0.267 7.246 -5.954 -3.315 1.697
H -0.002 1.255 7.090 0.787 -0.481 0.016
H 0.924 -0.087 7.595 6.905 -2.280 5.886
H 0.408 -1.165 5.471 1.214 -1.255 -0.465
H -1.296 0.051 5.003 -2.836 -0.679 0.584
H -0.259 0.142 3.775 1.410 -2.493 -7.854
H -0.439 1.504 4.719 -0.188 2.396 -0.048
H 1.990 1.313 5.468 -0.283 -2.614 -0.483
C -1.027 5.622 2.056 -3.693 -0.804 0.994
C -1.566 4.651 3.075 11.797 -4.938 -8.236
C -1.673 3.072 2.441 0.663 5.247 -3.834
O -0.622 4.551 4.114 0.999 -5.283 -2.376
H -1.282 6.528 2.475 0.748 2.727 1.124
H -1.540 5.725 1.134 -0.234 -0.877 -1.216
H -0.074 5.286 2.074 3.350 0.068 -0.818
H -2.348 4.606 3.440 -13.973 1.293 5.985
H -2.408 2.875 1.607 0.468 0.426 1.346
H -1.668 2.499 3.228 -1.031 -3.394 4.217
H -0.705 2.890 2.043 1.054 -0.118 -0.832
H -0.733 5.323 4.502 -0.175 5.645 3.581
```
Positions in Å, forces in eV/Å.

frontier orbital gap = 10.072 eV
energy relative to the best compared isomer or geometry (same formula, charge and spin) = 1480.6 kJ/mol
DFT total energy = -1359.83524 hartree
LUMO level = 0.7 eV
SMILES string = CC(C)O.CC(C)O.CC(C)O.CC(C)O.CC(C)O.CC(C)O.CC(C)O

Question: The lowest energy relative to the best compared isomer or geometry (same formula, charge and spin) belongs to which entry?
Answer: C21H56FeLi5O33P3S7

Question: What is the DFT total energy in the second record?
Answer: -1359.83524 hartree

Question: Look up the DFT total energy of the first one.
Answer: -8430.30043 hartree

Question: Which of these has the highest energy relative to the best compared isomer or geometry (same formula, charge and spin)?
Answer: C21H56O7